CH3BrN2O2 | wB97M-V/def2-TZVPD

For the HOMO energy (spin up / spin down), the calculation gives -6.8 / -10.6 eV. The calculation puts the HOMO-LUMO gap (spin up / spin down) at 0.248 / 0.277 Eh. Its spin multiplicity is 3. Its lowest unoccupied orbital energy (spin up / spin down) is 0.0 / -3.1 eV. The molecular weight comes out at 155.0 g mol⁻¹. Its expectation value of S² is 2.008.

Each atom is followed by the atoms it is bonded to, with distances in Å.
Element x y z (Å)
1 C 0.16484 -0.04679 0.37459  N2 1.457, N3 1.473, H7 1.125, H8 1.073
2 N -0.95812 -0.45553 -0.45817  C1 1.457, Br6 1.952, H9 1.080
3 N 0.55963 1.35206 0.13422  C1 1.473, O4 1.184, O5 1.210
4 O -0.20303 2.01061 -0.48844  N3 1.184
5 O 1.61850 1.65899 0.63352  N3 1.210
6 Br -2.44898 0.68949 0.06752  N2 1.952
7 H 0.07851 0.03869 1.49295  C1 1.125
8 H 0.87858 -0.83196 0.21314  C1 1.073
9 H -0.65142 -0.24212 -1.47163  N2 1.080

CH3BrNO2 | wB97M-V/def2-TZVPD

For the HOMO energy (spin up / spin down), the calculation gives -3.8 / -3.8 eV. The charge is -1. The calculation puts the HOMO-LUMO gap (spin up / spin down) at 0.287 / 0.286 Eh. Its spin multiplicity is 1. Its lowest unoccupied orbital energy (spin up / spin down) is 4.0 / 4.0 eV. The molecular weight comes out at 140.9 g mol⁻¹. The energy above the lowest of the compared OMol25 structures with the same formula, charge and spin comes out at 56.0 kcal/mol.

Each atom is followed by the atoms it is bonded to, with distances in Å.
Element x y z (Å)
1 C -1.16246 0.21930 -0.14134  O4 1.402, H6 1.152, H7 1.079, H8 1.143
2 N 1.41322 -0.56746 -0.39600  O3 1.174, Br5 2.131
3 O 0.91800 -1.19615 0.46319  N2 1.174
4 O -0.10171 0.85239 -0.80378  C1 1.402
5 Br 3.04956 0.57117 0.35826  N2 2.131
6 H -1.98438 -0.40643 -0.65199  C1 1.152
7 H -1.47111 0.99108 0.54669  C1 1.079
8 H -0.66112 -0.46391 0.62496  C1 1.143